A cluster of 2 separate species, C8H13N2O in total at a distorted geometry, computed with ωB97M-V with the def2-TZVPD basis set.

The value obtained for the total energy is -13525.41240 eV. Its gap between HOMO and LUMO is 8.451 eV. As for the LUMO energy: -4.99 eV. The HOMO energy is -0.49403 Eh. Its charge is +1. For the energy above the lowest of the compared OMol25 structures with the same formula, charge and spin, the calculation gives 63.5 kcal/mol.

Positions of all 24 atoms, in Å:
1 H -1.84 -1.86 0.51
2 N 2.65 -1.27 -0.93
3 C -0.66 1.79 -0.63
4 C -1.06 0.17 0.94
5 C -1.46 -1.07 1.20
6 H 0.24 3.26 0.77
7 H 3.72 -2.67 0.26
8 H -2.77 -0.75 -0.77
9 C -0.46 1.29 1.63
10 H -1.62 2.98 0.80
11 H 0.47 1.10 2.03
12 C 1.55 -1.53 -1.29
13 H -2.26 0.25 -2.24
14 C 3.89 -1.97 -0.62
15 C -2.29 0.11 -1.14
16 H -1.05 2.34 -1.38
17 O 0.42 -1.58 -1.60
18 H -1.30 -1.37 2.26
19 N -1.42 0.58 -0.35
20 H 4.49 -1.21 -0.28
21 H -1.01 1.54 2.50
22 C -0.63 2.49 0.67
23 H 0.32 1.70 -1.05
24 H 4.27 -2.48 -1.54



A structure of composition C8H13N2O at a distorted geometry, computed with ωB97M-V with the def2-TZVPD basis set.

The value obtained for the total energy is -13523.42397 eV. Its gap between HOMO and LUMO is 7.693 eV. As for the LUMO energy: -4.15 eV. The HOMO energy is -0.43510 Eh. Its charge is +1. For the energy above the lowest of the compared OMol25 structures with the same formula, charge and spin, the calculation gives 109.3 kcal/mol.

Positions of all 24 atoms, in Å:
1 H 2.17 -2.16 -0.08
2 H 3.36 -1.27 -0.89
3 C -2.01 0.61 0.62
4 C -2.22 -0.63 -1.40
5 C -1.41 -0.04 -0.41
6 H -1.84 -0.78 -2.42
7 H 3.93 0.95 -0.23
8 C 2.78 1.14 -0.38
9 H -3.89 0.73 1.78
10 H 1.48 -1.05 -1.14
11 C -3.36 0.41 0.90
12 H -1.22 0.97 1.38
13 H 2.62 1.99 0.22
14 C -4.06 -0.34 -0.01
15 H -5.01 -0.66 0.39
16 C 2.35 -1.18 -0.46
17 H 2.95 -0.04 1.14
18 N 2.31 0.03 0.42
19 O -0.08 0.09 -0.63
20 H 0.70 1.18 1.16
21 H 2.34 1.19 -1.35
22 H 0.68 -0.60 1.62
23 N -3.54 -0.64 -1.14
24 C 0.94 0.11 0.91



The molecule C8H13N2OP at a distorted geometry, computed with ωB97M-V with the def2-TZVPD basis set.

The value obtained for the total energy is -22817.85170 eV. Its gap between HOMO and LUMO is 7.619 eV. As for the LUMO energy: 0.24 eV. The HOMO energy is -0.27114 Eh. For the energy above the lowest of the compared OMol25 structures with the same formula, charge and spin, the calculation gives 149.7 kcal/mol.

Positions of all 25 atoms, in Å:
1 C -4.24 -2.85 1.67
2 H -4.85 -1.93 1.93
3 C 2.64 0.86 0.02
4 C 1.22 1.36 0.20
5 H 3.14 3.37 -3.76
6 O -2.23 -2.87 0.26
7 H 3.14 3.54 -2.03
8 C 2.22 1.68 -2.57
9 N -2.45 -1.58 2.18
10 H -4.71 -3.55 1.05
11 H 4.29 2.34 -2.80
12 N -1.09 -1.09 2.20
13 H 0.99 2.35 0.55
14 H -0.37 -1.81 1.77
15 C 2.23 1.39 -1.09
16 C 3.24 2.77 -2.90
17 H 3.43 0.67 0.69
18 H -3.02 -1.63 3.03
19 P -1.14 0.45 1.32
20 H -3.95 -3.36 2.66
21 H 1.25 2.10 -2.75
22 H 0.47 -0.70 -0.08
23 C 0.30 0.26 0.37
24 C -2.89 -2.45 1.21
25 H 2.38 0.70 -3.12



The molecule C8H13N2P at a distorted geometry, computed with ωB97M-V with the def2-TZVPD basis set.

The value obtained for the total energy is -20772.05716 eV. Its gap between HOMO and LUMO is 9.337 eV. As for the LUMO energy: 0.30 eV. The HOMO energy is -0.33205 Eh. For the energy above the lowest of the compared OMol25 structures with the same formula, charge and spin, the calculation gives 42.8 kcal/mol.

Positions of all 24 atoms, in Å:
1 H 0.79 3.05 0.59
2 C -3.26 -0.55 -1.34
3 H 3.84 0.48 -0.29
4 C 0.53 2.13 0.17
5 H -3.50 -1.45 -0.80
6 H -2.42 -0.41 -2.09
7 N -1.65 -3.14 0.02
8 H -1.06 2.10 1.67
9 H 0.26 0.81 2.01
10 H -0.23 -0.67 -1.17
11 C -0.32 1.31 1.23
12 P -2.79 0.75 -0.08
13 N 2.02 -0.40 -0.34
14 H -4.17 0.02 -1.69
15 H -0.04 2.48 -0.71
16 H 1.34 -1.82 1.07
17 H 3.43 -0.52 1.23
18 H 3.97 -1.37 -0.04
19 C -1.04 -2.19 0.03
20 H 1.34 1.51 -0.14
21 C -1.23 0.29 0.41
22 C 1.10 -1.01 0.28
23 C 3.39 -0.44 0.14
24 C -0.30 -0.97 -0.16



The molecule C8H13N3O3 at a distorted geometry, computed with ωB97M-V with the def2-TZVPD basis set.

The value obtained for the total energy is -19112.82606 eV. Its gap between HOMO and LUMO is 8.694 eV. As for the LUMO energy: 0.34 eV. The HOMO energy is -0.30703 Eh. For the energy above the lowest of the compared OMol25 structures with the same formula, charge and spin, the calculation gives 126.6 kcal/mol.

Positions of all 27 atoms, in Å:
1 H 1.09 2.70 -0.54
2 H 0.14 -0.56 1.36
3 C -2.16 1.72 -0.48
4 C 1.41 -2.55 -0.38
5 O 3.01 -0.70 -0.51
6 H 0.04 -1.13 -1.64
7 N -0.02 0.77 -0.79
8 H -3.11 1.77 -0.90
9 H 3.54 -0.95 0.29
10 H 1.80 0.36 1.14
11 H -1.26 1.20 1.58
12 C 0.07 2.17 -0.77
13 C 1.61 -1.10 -0.28
14 C 1.25 -0.62 1.17
15 O -3.77 -0.23 0.40
16 N -1.33 0.43 -0.54
17 C 0.80 -0.33 -1.36
18 H 1.74 -3.06 -1.25
19 H 1.84 -3.10 0.51
20 O -2.95 -0.33 2.42
21 N -2.92 -0.02 1.25
22 H 1.32 0.06 -2.13
23 C -1.10 2.74 -0.58
24 C -1.88 0.83 0.76
25 H 1.79 -1.10 1.96
26 H 0.37 -2.73 -0.19
27 H -1.32 3.76 -0.49



Among the records above, which one has the highest gap between HOMO and LUMO? C8H13N2P